9
Properties=species:S:1:pos:R:3:forces:R:3 method="wB97M-V/def2-TZVPD" orbital_gap_ha=0.283 homo_energy_ev=-3.6 de_lowest_kj_mol=556.23 charge=-1
C -1.3084 -0.1058 1.4069 -0.074 1.342 -4.056
N 0.7028 0.8954 -1.4240 1.710 0.381 2.180
O 0.5305 -1.6343 -0.5649 0.248 1.753 -0.034
O 1.7356 -0.0664 0.9510 -0.022 0.265 -0.871
S 0.5869 -0.2912 0.0710 -0.879 -0.548 1.283
H -0.9337 -0.9277 1.9745 0.256 -1.350 0.170
H -1.9146 -0.4788 0.4246 1.033 0.185 2.383
H 0.8290 1.9518 -1.1916 -0.764 -2.624 0.000
H -0.2281 0.6569 -1.6476 -1.510 0.594 -1.056